Here is a 19-piece molecular cluster, C62H168N6O38 overall from the Open Molecules 2025 dataset. Energies are from the ωB97M-V functional and the def2-TZVPD basis.

The HOMO-LUMO gap is 8.63 eV. Its total charge is 0. The HOMO energy comes out at -8.39 eV. Its LUMO energy is 0.24 eV. The value obtained for the energy is -5650.0571 Ha.

CARTESIAN COORDINATES (ANGSTROEM)
C: -22.279320 -25.133940 -23.911360
C: -20.977400 -24.488340 -23.335910
O: -20.927350 -23.155220 -23.587630
O: -23.289140 -25.239210 -22.928000
H: -22.026620 -26.149260 -24.216910
H: -22.569610 -24.575490 -24.801280
H: -20.171140 -24.937920 -23.915500
H: -20.831620 -24.775330 -22.294530
H: -20.465750 -23.018960 -24.418270
H: -24.109100 -25.600800 -23.272260
C: -13.457260 -23.263130 -19.974610
C: -14.325920 -22.137880 -19.353050
O: -13.577100 -21.253520 -18.501530
O: -12.729560 -23.994210 -18.937940
H: -12.697590 -22.882690 -20.657440
H: -14.017250 -24.012250 -20.534370
H: -15.168690 -22.529340 -18.783330
H: -14.703550 -21.508000 -20.158500
H: -13.290260 -21.801120 -17.767040
H: -12.012940 -23.469160 -18.574110
C: -11.141590 -24.123650 -23.293380
C: -11.868240 -25.242490 -24.035780
O: -12.209550 -24.872760 -25.322170
O: -9.874410 -23.961890 -23.677080
H: -11.196450 -24.208940 -22.208110
H: -11.625310 -23.169160 -23.500900
H: -12.706830 -25.549190 -23.410630
H: -11.272580 -26.138010 -24.212760
H: -11.398460 -24.978210 -25.824770
H: -9.884170 -23.494930 -24.515800
C: -23.368850 -20.674190 -23.055490
C: -23.196110 -20.398030 -21.574270
O: -22.120850 -21.035130 -20.950730
O: -23.677290 -22.051290 -23.270380
H: -22.437180 -20.508250 -23.596380
H: -24.172660 -20.054960 -23.453680
H: -24.064010 -20.581760 -20.940960
H: -22.954460 -19.336210 -21.526990
H: -22.269200 -21.983530 -20.939280
H: -22.826500 -22.492410 -23.326810
C: -19.677240 -20.784470 -14.465620
C: -20.620980 -20.237200 -13.369400
O: -20.240510 -18.944030 -12.893110
O: -18.496040 -21.220530 -13.842020
H: -19.583570 -20.048820 -15.264460
H: -20.091500 -21.642940 -14.994310
H: -20.586230 -20.853780 -12.471220
H: -21.662750 -20.261650 -13.689090
H: -19.655610 -19.098720 -12.147750
H: -18.160420 -20.370930 -13.546820
C: -14.984110 -30.306820 -27.177140
C: -14.051760 -30.282920 -25.917940
O: -13.490490 -31.558500 -25.680460
O: -16.056420 -31.185340 -26.947320
H: -14.370950 -30.674180 -28.000050
H: -15.337160 -29.297160 -27.387010
H: -14.527420 -29.926100 -25.004420
H: -13.253720 -29.555470 -26.066400
H: -13.062740 -31.480270 -24.824600
H: -15.771330 -31.965350 -26.465760
C: -24.403330 -24.739010 -15.743890
C: -24.157670 -23.811620 -14.534050
O: -23.167990 -22.868650 -14.680610
O: -25.001880 -25.994030 -15.434880
H: -23.416760 -24.897960 -16.179220
H: -24.978430 -24.240770 -16.524350
H: -23.923030 -24.492160 -13.715570
H: -25.108600 -23.280460 -14.492780
H: -23.284960 -22.190010 -14.011760
H: -25.955240 -25.896510 -15.378290
C: -21.893030 -27.747640 -15.593700
C: -20.970400 -27.766380 -16.782760
O: -20.871210 -29.104170 -17.191480
O: -23.194070 -27.820060 -16.044560
H: -21.636440 -26.744080 -15.254400
H: -21.648300 -28.480070 -14.824450
H: -20.006990 -27.410950 -16.417240
H: -21.309970 -27.147100 -17.613000
H: -21.729810 -29.448040 -17.448710
H: -23.783520 -27.271710 -15.521620
C: -11.719340 -27.798670 -19.099960
C: -12.956600 -27.341200 -19.975260
O: -13.964090 -28.203060 -19.897790
O: -10.933050 -28.783710 -19.807370
H: -12.047370 -28.074620 -18.097790
H: -11.118760 -26.898640 -18.968310
H: -12.667440 -27.420360 -21.023220
H: -13.341420 -26.374950 -19.649110
H: -14.649220 -27.906930 -20.501530
H: -10.224440 -29.047800 -19.215990
C: -15.693900 -24.549170 -16.503050
C: -17.199680 -24.849240 -16.624940
O: -17.994330 -23.926070 -17.222680
O: -14.948560 -25.150900 -17.568890
H: -15.307690 -24.739890 -15.501770
H: -15.487330 -23.511720 -16.765960
H: -17.630200 -24.899100 -15.624800
H: -17.370200 -25.849830 -17.022230
H: -18.886920 -24.261430 -17.334120
H: -14.154980 -24.663520 -17.801910
C: -18.483630 -26.603310 -26.144960
C: -17.270530 -27.006390 -26.950250
O: -16.172700 -27.094510 -26.036050
O: -18.413770 -25.209330 -25.900010
H: -18.520990 -27.073540 -25.162310
H: -19.410810 -26.819820 -26.675570
H: -17.123210 -26.289200 -27.757730
H: -17.380400 -27.967800 -27.451970
H: -15.294730 -27.090320 -26.424300
H: -17.507460 -24.958630 -25.706730
C: -25.627020 -23.213230 -20.590780
C: -24.350300 -23.883190 -20.022450
O: -23.166980 -23.455260 -20.782450
O: -25.915270 -23.538720 -21.962100
H: -25.569740 -22.127590 -20.512070
H: -26.454250 -23.562900 -19.973110
H: -24.471400 -24.960390 -20.136800
H: -24.255740 -23.637630 -18.964690
H: -23.119190 -23.948310 -21.604770
H: -25.408680 -22.926800 -22.501100
C: -18.518970 -22.008620 -20.870640
C: -18.721100 -20.587610 -21.450730
O: -19.779970 -19.891690 -20.769070
O: -17.276680 -22.694720 -21.139320
H: -19.316070 -22.660380 -21.228340
H: -18.544660 -22.056110 -19.781980
H: -18.828870 -20.717610 -22.527570
H: -17.765060 -20.083670 -21.308860
H: -20.643180 -20.246980 -20.993200
H: -17.509890 -23.623720 -21.074750
C: -21.079870 -23.561150 -17.973090
O: -20.357430 -24.719850 -18.182360
C: -20.365010 -25.203300 -19.550130
C: -19.107590 -26.034350 -19.801000
N: -17.901280 -25.180510 -19.848310
C: -16.757420 -26.031760 -20.074460
C: -16.501940 -26.427990 -21.485940
O: -15.536130 -27.466760 -21.666390
C: -15.332380 -27.852150 -22.977550
H: -21.057060 -23.418990 -16.892640
H: -22.165860 -23.635250 -18.029960
H: -20.748400 -22.638810 -18.450070
H: -20.519060 -24.354270 -20.216090
H: -21.303320 -25.739340 -19.692710
H: -19.260020 -26.643120 -20.692220
H: -19.123210 -26.795810 -19.021240
H: -17.733470 -24.781720 -18.935670
H: -16.677000 -26.895910 -19.415010
H: -15.897480 -25.425910 -19.788920
H: -16.261870 -25.551790 -22.088220
H: -17.470720 -26.768000 -21.851930
H: -14.921150 -27.107470 -23.659050
H: -16.270390 -28.243130 -23.371720
H: -14.734990 -28.749340 -23.139640
C: -11.591730 -36.068820 -18.750370
O: -12.649210 -36.024540 -19.738050
C: -13.272110 -34.708080 -19.939980
C: -14.489430 -34.551530 -18.985250
N: -15.399630 -33.437180 -19.326280
C: -16.520960 -33.339060 -18.406640
C: -17.496220 -32.214020 -18.820450
O: -16.906150 -30.914550 -18.786440
C: -17.888480 -29.938370 -18.644820
H: -11.922570 -35.878540 -17.729370
H: -10.927570 -35.231930 -18.966230
H: -10.942560 -36.932430 -18.894840
H: -13.569870 -34.802490 -20.984260
H: -12.663710 -33.812710 -19.812470
H: -14.096050 -34.445070 -17.974300
H: -15.144960 -35.418440 -19.068040
H: -14.931040 -32.544090 -19.380260
H: -16.206460 -33.040240 -17.406690
H: -17.071960 -34.279380 -18.389270
H: -18.406880 -32.361120 -18.239790
H: -17.934740 -32.293650 -19.815170
H: -18.492650 -30.106270 -17.753250
H: -18.558770 -29.940440 -19.504360
H: -17.397570 -28.973830 -18.515350
C: -22.037360 -28.591150 -20.660680
O: -22.525470 -29.336900 -21.795620
C: -22.410200 -28.619760 -22.983590
C: -22.073200 -29.657660 -24.040010
N: -20.762780 -30.316110 -23.944710
C: -19.568180 -29.461070 -24.277950
C: -18.218900 -30.209720 -24.123900
O: -17.981690 -30.504760 -22.731540
C: -16.730660 -31.138240 -22.589970
H: -22.562570 -28.984070 -19.790120
H: -22.321490 -27.542710 -20.570420
H: -20.955480 -28.706000 -20.594050
H: -21.591400 -27.900820 -22.955320
H: -23.334690 -28.073250 -23.169990
H: -22.234970 -29.273280 -25.047070
H: -22.828360 -30.441770 -23.985220
H: -20.667740 -30.678010 -23.006570
H: -19.569240 -28.562000 -23.661690
H: -19.591840 -29.075960 -25.297380
H: -17.402820 -29.662480 -24.595740
H: -18.366660 -31.214490 -24.519770
H: -16.708560 -32.193380 -22.862520
H: -16.466210 -30.909720 -21.557520
H: -15.984550 -30.623010 -23.194900
C: -8.294080 -26.331730 -19.580980
O: -8.325080 -27.218290 -20.656710
C: -8.549610 -26.668090 -21.959010
C: -9.166050 -27.777760 -22.938850
N: -10.598630 -28.033920 -22.585300
C: -11.432300 -28.849680 -23.522930
C: -11.938660 -30.021460 -22.651300
O: -12.448420 -31.115770 -23.398940
C: -13.055550 -32.083270 -22.503290
H: -7.334720 -25.815940 -19.539870
H: -8.287030 -26.908680 -18.656220
H: -9.171040 -25.686850 -19.524730
H: -7.590300 -26.361760 -22.376110
H: -9.266950 -25.855740 -21.842340
H: -8.579100 -28.677680 -22.755160
H: -9.104310 -27.660930 -24.020800
H: -10.607730 -28.384790 -21.638250
H: -10.866000 -29.311340 -24.331800
H: -12.235360 -28.276580 -23.986340
H: -12.668770 -29.657620 -21.928340
H: -11.139460 -30.369760 -21.997020
H: -12.341020 -32.497730 -21.792110
H: -13.495210 -32.886920 -23.093990
H: -13.791180 -31.533080 -21.916560
C: -15.163590 -23.478830 -24.289120
O: -16.340960 -23.170590 -25.084550
C: -16.913840 -21.930520 -24.688080
C: -18.010530 -21.509430 -25.670320
N: -19.160700 -22.437560 -25.734910
C: -20.069850 -22.161710 -26.813470
C: -20.849970 -20.822510 -26.640810
O: -21.806010 -20.700600 -27.641680
C: -22.613490 -19.515010 -27.542580
H: -15.371940 -23.361670 -23.225660
H: -14.269310 -22.989100 -24.674520
H: -14.895510 -24.525080 -24.436050
H: -16.167590 -21.143250 -24.581260
H: -17.296000 -22.161910 -23.693840
H: -17.587470 -21.426520 -26.671440
H: -18.283040 -20.466680 -25.507470
H: -18.757910 -23.362540 -25.782650
H: -20.773620 -22.991080 -26.883820
H: -19.512280 -22.121540 -27.749210
H: -20.136210 -19.998720 -26.644230
H: -21.379800 -20.891310 -25.690740
H: -23.305770 -19.654280 -26.712250
H: -23.147400 -19.425430 -28.488630
H: -21.898300 -18.702280 -27.415820
C: -22.754870 -15.728090 -20.008740
O: -23.026760 -14.670230 -19.204750
C: -21.945380 -14.216010 -18.399040
C: -21.659190 -14.936240 -17.069140
N: -20.816570 -16.103330 -17.329400
C: -20.784620 -17.025820 -16.261400
C: -22.129560 -17.763250 -16.011180
O: -22.609730 -18.497130 -17.086060
C: -21.880090 -19.560350 -17.594870
H: -21.742540 -15.684100 -20.410430
H: -23.495320 -15.732940 -20.808620
H: -22.778500 -16.661910 -19.447040
H: -22.218200 -13.185170 -18.173130
H: -20.976640 -14.201040 -18.898450
H: -22.619570 -15.304060 -16.707930
H: -21.249080 -14.226090 -16.351100
H: -21.239520 -16.613270 -18.091750
H: -20.546010 -16.416630 -15.389590
H: -19.969440 -17.741250 -16.369810
H: -22.892110 -17.042850 -15.715140
H: -21.974070 -18.322630 -15.088670
H: -20.794970 -19.470600 -17.544300
H: -22.006550 -19.781300 -18.654720
H: -22.204220 -20.504020 -17.156100

Atomic forces in eV per Å
C 1.076 -0.722 0.307
C -0.744 -2.409 -1.326
O -0.859 2.097 1.161
O 0.048 0.570 0.541
H 0.106 -0.136 -0.275
H -0.249 0.200 0.042
H 0.256 -0.485 0.154
H -0.157 0.317 0.198
H 0.802 0.683 -0.508
H -0.082 0.133 -0.168
C 0.765 0.301 1.022
C 0.450 0.072 -0.429
O 0.094 -0.652 -0.496
O -0.782 -0.117 -0.179
H -0.131 0.417 -0.081
H -0.317 0.073 0.263
H -0.104 -0.267 -0.203
H -0.172 -0.147 0.020
H 0.060 0.137 0.313
H 0.035 0.282 -0.250
C -2.826 0.043 0.712
C 0.726 -0.716 1.457
O -0.875 0.974 -1.500
O 3.679 0.132 -1.115
H 0.123 -0.559 0.110
H -0.992 0.017 -0.020
H -0.534 0.051 -0.418
H 0.477 -0.047 1.187
H -0.181 0.050 -0.368
H 0.333 0.044 -0.021
C 0.060 -1.125 0.489
C 0.140 1.085 0.036
O 0.786 0.311 -0.301
O -0.753 0.261 -0.277
H 0.092 0.621 0.105
H -0.002 -0.028 -0.080
H -0.534 0.058 -0.517
H -0.184 0.286 0.270
H -0.399 -0.674 0.180
H 0.411 -0.338 -0.151
C -1.675 -0.539 0.423
C 0.096 -0.570 0.118
O 0.002 0.112 -0.581
O 0.431 0.813 -0.374
H 0.580 0.425 0.135
H -0.331 -0.198 0.351
H 0.053 -0.735 -0.321
H -0.037 0.563 -0.240
H -0.036 0.208 0.062
H 0.904 -0.120 0.371
C 1.425 -0.828 1.899
C 0.096 0.328 -0.656
O -0.992 -0.120 -1.332
O -1.023 0.406 -0.315
H 0.069 0.134 -0.258
H -0.260 -0.161 0.002
H -0.751 -0.020 -0.043
H 0.297 0.247 -0.439
H 0.422 0.045 0.346
H 0.471 0.016 0.027
C 1.174 0.642 -0.668
C -2.061 -1.168 -0.198
O 1.424 0.586 -0.943
O 0.196 0.720 0.396
H 0.054 -0.597 -0.146
H -0.141 0.145 0.049
H -0.456 0.103 0.436
H -0.318 -0.127 1.146
H -0.008 -0.013 -0.029
H -0.034 0.011 0.050
C 0.866 2.184 -0.412
C -0.307 -1.322 0.709
O 1.143 -0.991 -0.931
O -0.848 -0.738 -0.411
H -0.526 0.402 1.045
H 0.212 -0.155 -0.144
H 0.347 -0.263 -0.402
H -0.186 0.373 0.252
H -0.200 0.236 0.064
H -0.275 -0.004 0.043
C -0.819 1.380 -1.254
C 2.612 0.114 0.290
O -2.064 -3.337 1.857
O -0.899 0.120 0.854
H -0.116 -0.611 -0.120
H 0.241 0.138 -0.030
H 0.956 1.247 -0.276
H 0.813 0.630 -0.087
H -0.346 -0.172 -0.218
H 0.174 -0.064 -0.078
C 0.123 1.322 -1.912
C 0.513 -1.554 2.601
O 0.329 2.458 -1.846
O -0.674 -1.626 0.280
H -0.012 -0.450 -0.073
H -0.825 0.712 1.021
H 0.614 -0.467 0.743
H 0.423 -0.358 -0.403
H -0.403 -0.319 -0.165
H 0.286 0.269 0.140
C 0.454 0.407 0.151
C 0.384 -0.933 -0.140
O -0.252 0.381 0.517
O -0.679 0.307 -0.204
H 0.167 -0.570 -0.149
H 0.027 0.108 -0.090
H 0.172 0.352 0.145
H -0.319 -0.285 0.120
H -0.184 0.101 -0.511
H 0.488 0.066 0.251
C 0.385 -0.283 -0.322
C -0.053 0.576 -2.025
O -0.650 -0.185 1.858
O 0.028 -0.316 1.123
H 0.102 0.054 0.278
H -0.215 0.012 -0.098
H 0.131 -0.132 0.100
H 0.351 0.153 -0.108
H -0.509 -0.579 -0.368
H 0.477 0.114 -0.284
C -0.123 -0.923 0.781
C 0.429 -1.024 0.875
O 2.078 0.176 -0.492
O 0.215 1.368 -1.249
H -0.360 0.099 -0.138
H -0.611 0.805 0.249
H -0.540 0.334 -0.189
H -0.200 0.530 0.197
H -0.369 -0.676 -0.202
H -0.042 -0.523 0.363
C -1.233 0.943 1.993
O 0.502 -0.845 -1.209
C -0.406 0.411 0.318
C -1.234 0.903 0.372
N -0.889 -1.814 -0.941
C 2.702 0.465 0.915
C -1.343 -0.355 -1.447
O -0.278 1.035 0.882
C -0.830 -1.033 -1.651
H 0.635 0.412 0.260
H -0.234 -0.462 -1.098
H 0.311 -0.222 -0.428
H 0.650 0.256 -0.084
H 0.061 -0.646 0.099
H 0.225 0.402 -0.425
H 0.529 -0.094 0.525
H -0.362 0.547 0.092
H -0.359 -0.342 0.096
H 0.161 -0.016 0.326
H 0.338 0.128 -0.139
H -0.098 -0.413 -0.609
H -0.156 0.496 0.236
H -0.447 0.574 -0.360
H 0.699 0.094 1.114
C -0.054 1.478 -1.083
O 0.531 1.027 0.882
C -1.111 -1.526 0.330
C -0.309 0.507 -0.887
N 0.476 -0.508 -0.336
C -0.275 1.589 -0.911
C -0.114 -0.484 -0.822
O 0.362 -1.255 0.788
C -0.260 0.472 0.363
H -0.262 -0.628 0.093
H 0.236 0.281 -0.026
H -0.691 -0.366 0.191
H -0.306 0.435 0.066
H 0.782 -0.330 0.032
H -0.003 -0.224 0.372
H 0.425 -0.365 0.233
H 0.150 0.132 0.121
H 0.110 -0.369 0.473
H 0.054 -0.032 0.097
H 0.074 0.671 0.957
H 0.452 -0.632 -0.602
H -0.150 -0.069 0.108
H -0.139 0.225 -0.255
H 0.033 0.008 -0.281
C -0.783 -0.863 0.243
O 0.319 0.974 1.686
C 0.594 -0.430 -0.748
C -0.226 -0.385 -0.741
N 0.706 0.933 -0.671
C -0.173 -0.666 0.690
C -2.075 -0.823 1.095
O -0.038 0.866 -0.850
C 0.234 0.986 0.636
H 0.449 -0.550 0.114
H -0.010 0.313 -0.983
H 0.056 0.050 0.204
H 0.133 0.262 0.279
H -0.154 0.067 -0.316
H 0.366 0.328 -0.145
H -0.041 -0.164 0.271
H 0.225 -0.058 0.145
H 0.292 0.254 0.346
H -0.446 -0.409 -0.245
H 0.130 -0.038 0.034
H 0.245 0.140 -1.027
H -0.245 -0.163 0.204
H 0.256 -0.758 0.172
H 0.177 -0.024 -0.289
C 0.416 -0.279 0.366
O -0.410 -1.087 -0.747
C -0.664 -0.997 -0.773
C -0.863 -0.259 1.707
N 0.561 0.777 -1.336
C 1.005 -0.920 1.627
C -0.032 0.451 -0.043
O -0.103 -0.502 1.100
C 0.174 0.833 -0.237
H -0.096 0.700 -0.228
H -0.204 -0.356 -0.053
H 0.084 0.389 -0.268
H -0.003 0.421 -0.054
H 0.135 0.248 -0.379
H 0.302 -0.281 0.133
H 0.218 0.965 0.119
H -0.287 -0.146 0.042
H 0.381 0.164 -0.126
H -0.168 0.121 0.177
H -0.533 0.082 -0.048
H 0.428 -0.142 -0.258
H 0.328 0.002 -0.179
H -0.023 0.204 0.000
H -0.396 -0.283 0.037
C -0.597 -0.719 -0.827
O 1.280 -0.378 -0.094
C -0.833 -0.529 0.277
C 0.163 -0.166 -0.286
N 0.655 0.966 1.533
C -0.264 0.466 -0.653
C 0.241 -1.372 0.487
O -0.404 -0.048 -1.079
C 1.110 -1.193 -0.149
H 0.124 0.489 0.061
H -0.152 0.724 0.307
H -0.486 -0.250 -0.165
H 0.185 0.076 -0.247
H -0.436 0.628 0.245
H 0.494 -0.303 -0.379
H -0.410 -0.114 0.697
H -0.405 -0.185 -0.393
H -0.165 0.063 -0.058
H -0.088 0.083 -0.501
H -0.049 0.328 0.076
H 0.204 0.282 0.544
H -0.072 0.454 0.127
H 0.004 0.068 0.165
H -0.485 0.527 0.189
C 0.492 -1.513 -0.714
O 0.271 1.649 1.527
C -0.039 0.812 0.856
C -1.164 -0.818 -1.251
N 0.323 0.671 -1.168
C -0.497 -0.348 1.306
C 1.313 0.633 1.196
O -0.955 0.625 -0.988
C 0.840 -1.386 -0.313
H 0.161 0.188 -0.440
H 0.100 -0.226 -0.050
H -0.367 -0.457 -0.065
H 0.068 0.055 0.043
H -0.069 -0.047 -0.715
H -0.355 0.444 0.398
H 0.351 -0.217 0.001
H 0.087 0.187 -0.528
H -0.025 -0.381 0.536
H 0.038 -0.051 -0.153
H -0.179 -0.010 -0.444
H -0.019 -0.742 0.040
H 0.139 0.183 0.534
H -0.646 0.857 -0.275
H 0.174 -0.178 0.638